No. 1
{"formula": "C54H58BF6IO5Si", "method": "wB97M-V/def2-TZVPD", "symbols": ["C", "B", "O", "C", "C", "C", "O", "I", "C", "C", "C", "C", "C", "C", "C", "C", "O", "C", "O", "C", "C", "O", "Si", "C", "C", "C", "H", "H", "H", "H", "H", "H", "H", "H", "H", "H", "H", "H", "H", "H", "H", "H", "H", "H", "H", "H", "H", "H", "H", "H", "H", "H", "H", "H", "F", "C", "C", "C", "C", "C", "C", "H", "H", "H", "H", "H", "F", "C", "C", "C", "C", "C", "C", "H", "H", "H", "H", "H", "F", "C", "C", "C", "C", "C", "C", "H", "H", "H", "H", "H", "F", "C", "C", "C", "C", "C", "C", "H", "H", "H", "H", "H", "F", "C", "C", "C", "C", "C", "C", "H", "H", "H", "H", "H", "F", "C", "C", "C", "C", "C", "C", "H", "H", "H", "H", "H"], "positions_angstrom": [[1.99739, -1.44342, 3.51259], [1.60492, -2.12663, 2.16120], [2.52816, -2.91342, 1.49951], [0.12476, -1.99846, 1.55015], [-0.25369, -0.52305, 1.29627], [0.63294, 0.13736, 0.28520], [0.49326, 0.18113, -0.88516], [2.39457, 1.15932, 1.08146], [-0.81084, -2.56848, 2.61240], [-0.41328, -3.91044, 3.18385], [-0.67871, -4.16174, 4.54017], [-0.34208, -5.38908, 5.10986], [0.27901, -6.37400, 4.34199], [0.57223, -6.14405, 2.99382], [1.24585, -7.18255, 2.14434], [0.21435, -4.90863, 2.43219], [0.05546, -2.75230, 0.30747], [-1.16216, -2.88266, -0.34544], [-1.62258, -2.00350, -0.98855], [-1.75276, -4.27024, -0.33335], [-2.97904, -4.44193, 0.58365], [-3.67640, -3.21970, 0.73482], [-5.01459, -3.13405, 1.72552], [-5.87444, -1.53248, 1.29977], [-4.49409, -3.11607, 3.52194], [-6.16285, -4.56903, 1.40858], [1.20773, -0.87538, 3.98823], [2.85633, -0.79039, 3.36647], [2.30894, -2.23644, 4.19529], [3.05928, -2.39654, 0.88337], [-1.26836, -0.45946, 0.90336], [-0.21625, 0.00465, 2.24563], [-0.82057, -1.87065, 3.44638], [-1.82516, -2.57522, 2.23057], [-1.14297, -3.39718, 5.14452], [-0.55462, -5.57032, 6.15358], [0.55027, -7.31902, 4.79155], [0.56430, -7.53989, 1.37224], [2.11587, -6.76996, 1.63974], [1.54430, -8.04362, 2.73423], [0.48053, -4.71870, 1.40254], [-1.01100, -5.01742, -0.06779], [-2.04808, -4.44700, -1.36513], [-2.65380, -4.83244, 1.55212], [-3.63125, -5.19137, 0.13628], [-6.17322, -1.01586, 2.20952], [-6.76927, -1.74011, 0.71722], [-5.22449, -0.88383, 0.71747], [-4.09332, -2.14053, 3.79459], [-5.38540, -3.28591, 4.12795], [-3.76683, -3.88158, 3.78670], [-5.71429, -5.53484, 1.63354], [-6.42870, -4.56989, 0.35192], [-7.06269, -4.44300, 2.00523], [4.15594, -5.97416, -1.70283], [3.72324, -4.81250, -2.23795], [4.35179, -4.32635, -3.36753], [3.89426, -3.13797, -3.91969], [2.83185, -2.45577, -3.34166], [2.22756, -2.96320, -2.19926], [2.66931, -4.15411, -1.63842], [5.17747, -4.87413, -3.80107], [4.37315, -2.74352, -4.80597], [2.47849, -1.53119, -3.77743], [1.39506, -2.44398, -1.74209], [2.19737, -4.56210, -0.75416], [9.06346, 0.50518, -3.09803], [7.75108, 0.48843, -2.78201], [7.21810, -0.65435, -2.22055], [5.86852, -0.66396, -1.89919], [5.08004, 0.45263, -2.14231], [5.64514, 1.58796, -2.70590], [6.99400, 1.61465, -3.03193], [7.85144, -1.51314, -2.04421], [5.43088, -1.55104, -1.46087], [4.02826, 0.43835, -1.88869], [5.03364, 2.46011, -2.89504], [7.45754, 2.48792, -3.46999], [-0.51144, -0.93116, 5.58106], [-0.72687, -0.83463, 6.91611], [0.36429, -0.81292, 7.75844], [0.13440, -0.71946, 9.12334], [-1.16211, -0.65365, 9.61530], [-2.23817, -0.68065, 8.73926], [-2.02699, -0.77143, 7.37076], [1.36367, -0.86955, 7.34900], [0.97448, -0.69748, 9.80397], [-1.33322, -0.58162, 10.68046], [-3.24932, -0.63192, 9.11971], [-2.84820, -0.79292, 6.66676], [-3.50307, 4.73596, 1.36494], [-2.88559, 4.39413, 0.21269], [-3.13480, 5.13941, -0.92177], [-2.49492, 4.78246, -2.10135], [-1.62942, 3.69770, -2.12883], [-1.39846, 2.96479, -0.97324], [-2.02879, 3.31260, 0.21394], [-3.81677, 5.97808, -0.87518], [-2.67081, 5.35751, -2.99859], [-1.13449, 3.42443, -3.05077], [-0.73165, 2.11667, -0.99301], [-1.86239, 2.76190, 1.13084], [-1.45266, 7.06742, -4.23332], [-0.87231, 8.17016, -3.70948], [-0.27878, 9.07174, -4.56767], [0.31732, 10.20233, -4.02858], [0.31209, 10.41019, -2.65587], [-0.29105, 9.48212, -1.81777], [-0.89256, 8.34626, -2.34092], [-0.28496, 8.88486, -5.63306], [0.78713, 10.92108, -4.68619], [0.77917, 11.29239, -2.23989], [-0.29206, 9.63840, -0.74746], [-1.36493, 7.60718, -1.70760], [0.70706, 8.33997, -7.90895], [0.32883, 7.04285, -7.96684], [-0.66606, 6.68094, -8.85111], [-1.05188, 5.34927, -8.89852], [-0.44981, 4.41256, -8.06972], [0.54627, 4.80882, -7.18809], [0.94642, 6.13576, -7.13089], [-1.12483, 7.43000, -9.48187], [-1.82873, 5.04458, -9.58656], [-0.75765, 3.37677, -8.10958], [1.01493, 4.08332, -6.53706], [1.71937, 6.46901, -6.45165]], "largest_force_ev_per_a": 1.053, "homo_lumo_gap_ha": 0.3446, "smiles": "CB(O)[C@](CC(=O)I)(Cc1cccc(C)c1)OC(=O)CCO[Si](C)(C)C.Fc1ccccc1.Fc1ccccc1.Fc1ccccc1.Fc1ccccc1.Fc1ccccc1.Fc1ccccc1", "multiplicity": 1, "e_homo_ev": -9.0804}

No. 2
{"formula": "C54H58CrN10S5", "method": "wB97M-V/def2-TZVPD", "symbols": ["Cr", "N", "C", "S", "N", "N", "C", "C", "C", "C", "C", "C", "N", "H", "H", "H", "H", "H", "H", "H", "N", "S", "N", "S", "N", "S", "N", "C", "C", "C", "C", "C", "C", "C", "C", "C", "C", "C", "C", "C", "C", "C", "C", "C", "C", "C", "C", "C", "C", "C", "C", "C", "C", "C", "C", "C", "C", "C", "C", "C", "C", "C", "C", "H", "H", "H", "H", "H", "H", "H", "H", "H", "H", "H", "H", "H", "H", "H", "H", "H", "H", "H", "H", "H", "H", "H", "H", "H", "H", "H", "H", "H", "H", "C", "C", "C", "C", "C", "C", "H", "H", "H", "H", "H", "H", "H", "H", "H", "C", "C", "N", "C", "S", "N", "C", "C", "H", "H", "H", "H", "H", "H", "H", "H", "H", "H", "H", "H"], "positions_angstrom": [[-0.91624, -0.90153, 1.02927], [-1.92805, -0.02982, 5.24786], [-1.78926, -0.43537, 3.92639], [-0.67374, 0.51604, 2.94703], [-2.47813, -1.43972, 3.52425], [-2.22079, -1.77308, 2.19314], [-2.89957, -2.77777, 1.68442], [-2.70844, -3.17706, 0.37662], [-3.51133, -4.06674, -0.37503], [-3.49836, -4.04342, -1.73371], [-2.78622, -2.95623, -2.37296], [-1.95211, -2.16013, -1.70238], [-1.56095, -2.54028, -0.33036], [-1.68621, 0.93150, 5.41964], [-2.77689, -0.34402, 5.69101], [-3.62983, -3.27636, 2.31600], [-4.19798, -4.70937, 0.16725], [-4.12200, -4.70820, -2.31472], [-2.99175, -2.71594, -3.41102], [-1.45657, -1.29130, -2.10375], [0.50948, -0.25904, -0.17391], [1.27891, 0.48722, -1.13658], [1.24656, 2.06639, -1.27060], [-0.04408, 2.88223, -0.88890], [-1.47412, 2.45799, -1.36202], [-2.51689, 1.41492, -0.70445], [-2.21412, 0.36884, 0.24101], [-3.34599, 0.89781, -2.20278], [-4.37994, -0.00513, -1.99981], [-5.11270, -0.44567, -3.08808], [-4.80541, 0.01147, -4.36339], [-3.76495, 0.91044, -4.55470], [-3.02646, 1.36620, -3.46868], [-3.77283, 2.48670, -0.01827], [-4.23012, 2.15666, 1.24284], [-5.20946, 2.95219, 1.82654], [-5.71289, 4.04863, 1.14297], [-5.24571, 4.36217, -0.13025], [-4.27037, 3.57585, -0.72128], [0.03008, 3.19455, 0.78271], [-1.06985, 3.83573, 1.41087], [-0.92181, 4.32600, 2.68814], [0.29707, 4.22670, 3.36537], [1.38379, 3.62073, 2.73260], [1.27684, 3.10607, 1.45664], [0.21083, 4.33841, -1.80365], [-0.88060, 5.11436, -2.22848], [-0.65367, 6.38154, -2.73804], [0.63348, 6.89996, -2.82301], [1.70894, 6.13756, -2.36610], [1.51600, 4.87269, -1.85033], [1.02774, -0.03716, -2.82666], [0.96664, -1.40683, -3.04391], [0.71470, -1.87618, -4.32254], [0.52723, -0.97978, -5.36719], [0.60206, 0.38705, -5.14067], [0.85628, 0.87054, -3.86316], [3.02956, 0.21122, -0.91400], [3.35392, -1.02511, -0.37042], [4.69005, -1.32945, -0.14840], [5.67484, -0.39714, -0.45122], [5.33211, 0.84349, -0.97263], [3.99956, 1.15549, -1.21402], [-4.59222, -0.36834, -1.00014], [-5.91248, -1.16041, -2.94132], [-5.37878, -0.33862, -5.21250], [-3.52820, 1.26587, -5.54980], [-2.21116, 2.06517, -3.59649], [-3.79639, 1.30118, 1.75029], [-5.57614, 2.71320, 2.81677], [-6.47754, 4.66407, 1.60018], [-5.64168, 5.21961, -0.65967], [-3.90054, 3.79902, -1.71454], [-2.01202, 3.93767, 0.89292], [-1.76985, 4.79742, 3.17080], [0.39852, 4.61831, 4.36902], [2.32973, 3.54318, 3.25622], [2.11752, 2.62617, 0.97323], [-1.87977, 4.71177, -2.15993], [-1.49447, 6.96997, -3.08590], [0.79911, 7.88789, -3.23159], [2.71344, 6.54093, -2.41470], [2.34962, 4.28981, -1.48270], [1.07908, -2.09464, -2.21300], [0.65507, -2.94294, -4.49853], [0.31292, -1.35031, -6.36182], [0.46567, 1.08262, -5.95887], [0.92128, 1.93295, -3.66809], [2.55715, -1.71113, -0.09277], [4.95971, -2.28895, 0.27661], [6.71628, -0.63576, -0.27274], [6.10310, 1.57325, -1.18693], [3.71038, 2.11368, -1.62550], [2.13884, -4.97682, -2.15279], [1.45282, -5.24110, -0.80534], [2.48441, -5.14205, 0.32344], [0.82963, -6.64440, -0.81278], [0.37508, -4.24955, -0.61478], [-0.49851, -3.44432, -0.46144], [2.92384, -5.71803, -2.32444], [2.59708, -3.98478, -2.16857], [1.41745, -5.03818, -2.97044], [3.29606, -5.85064, 0.13836], [2.02376, -5.37445, 1.28528], [2.90034, -4.13394, 0.38871], [1.61237, -7.40353, -0.89702], [0.13993, -6.75463, -1.65111], [0.27245, -6.81734, 0.10901], [3.68708, 1.22498, 3.07320], [3.24051, 0.09035, 3.98380], [2.12699, -0.61001, 3.36512], [1.93823, -1.91244, 3.21825], [0.80529, -2.55266, 2.12701], [2.73673, -2.78658, 3.90105], [2.98800, -2.68174, 5.34353], [4.40504, -3.09867, 5.69889], [4.52909, 1.75606, 3.52140], [2.87496, 1.93881, 2.91820], [3.99358, 0.83894, 2.10052], [2.94570, 0.48878, 4.95835], [4.05894, -0.61064, 4.13556], [1.32827, -0.04986, 3.06887], [2.57387, -3.73207, 3.58661], [2.26736, -3.31314, 5.86921], [2.79378, -1.66181, 5.66261], [4.60219, -4.11736, 5.35883], [4.55574, -3.06707, 6.77918], [5.13541, -2.44017, 5.22462]], "largest_force_ev_per_a": 0.830, "homo_lumo_gap_ha": [0.1769, 0.2292], "multiplicity": 5, "s_squared": 6.069, "e_homo_ev": [-4.3639, -5.8526]}